{"formula": "C54H52N10O4Y", "method": "wB97M-V/def2-TZVPD", "elements": ["Y", "O", "C", "O", "C", "C", "C", "N", "C", "C", "C", "C", "C", "C", "C", "N", "C", "C", "C", "C", "C", "N", "H", "H", "H", "H", "H", "H", "H", "H", "H", "H", "N", "C", "C", "C", "O", "O", "H", "H", "H", "H", "H", "H", "C", "C", "C", "C", "C", "C", "C", "N", "C", "N", "C", "C", "C", "C", "C", "C", "C", "N", "C", "C", "C", "C", "C", "C", "C", "H", "H", "H", "H", "H", "H", "H", "H", "H", "H", "H", "H", "H", "H", "H", "H", "H", "H", "H", "H", "H", "H", "N", "C", "C", "C", "C", "C", "C", "C", "H", "H", "H", "H", "N", "C", "N", "C", "C", "C", "C", "C", "H", "H", "H", "H", "H", "H", "H", "H", "H", "H"], "positions_angstrom": [[-0.492, 0.324, -0.026], [-2.922, 0.649, 7.196], [-2.666, -0.406, 6.600], [-2.599, -1.589, 6.979], [-2.343, -0.228, 5.079], [-2.443, -1.312, 4.221], [-2.164, -1.150, 2.872], [-1.689, 0.004, 2.382], [-1.552, 1.044, 3.215], [-1.924, 0.978, 4.555], [-1.015, 2.289, 2.621], [-0.521, 3.346, 3.371], [0.029, 4.422, 2.694], [0.041, 4.432, 1.311], [-0.530, 3.367, 0.631], [-1.017, 2.322, 1.290], [-2.357, -2.260, 1.908], [-2.752, -3.530, 2.338], [-2.972, -4.528, 1.409], [-2.792, -4.243, 0.065], [-2.373, -2.969, -0.276], [-2.151, -2.000, 0.611], [-2.723, -2.253, 4.671], [-1.903, 1.841, 5.206], [-0.517, 3.313, 4.451], [0.483, 5.236, 3.242], [0.544, 5.223, 0.781], [0.543, 3.015, -1.112], [-2.889, -3.735, 3.388], [-3.285, -5.513, 1.732], [-2.959, -4.987, -0.702], [-2.214, -2.711, -1.316], [1.609, 0.915, -2.372], [2.993, 1.114, -1.944], [3.151, 2.312, -1.021], [2.374, 2.266, 0.324], [2.632, 3.171, 1.117], [1.553, 1.307, 0.497], [1.535, 0.080, -2.939], [1.296, 1.695, -2.940], [3.681, 1.240, -2.794], [3.288, 0.210, -1.413], [2.845, 3.233, -1.528], [4.204, 2.435, -0.764], [0.492, -4.969, 1.518], [1.531, -5.526, 0.588], [1.520, -6.857, 0.186], [2.482, -7.353, -0.684], [3.477, -6.521, -1.170], [3.505, -5.191, -0.779], [2.542, -4.695, 0.092], [2.592, -3.318, 0.465], [1.616, -2.419, 0.026], [1.132, -2.758, -1.197], [0.195, -2.224, -2.129], [-0.543, -1.050, -1.905], [-1.386, -0.667, -2.971], [-1.467, -1.410, -4.148], [-0.766, -2.594, -4.289], [0.068, -3.031, -3.275], [0.774, -4.360, -3.417], [1.251, -1.402, 0.733], [1.882, -1.185, 1.995], [1.119, -1.438, 3.135], [1.612, -1.234, 4.411], [2.914, -0.790, 4.571], [3.691, -0.560, 3.448], [3.208, -0.746, 2.155], [4.114, -0.403, 1.004], [-0.158, -5.757, 1.897], [-0.130, -4.232, 1.005], [0.954, -4.463, 2.369], [0.748, -7.516, 0.565], [2.455, -8.395, -0.977], [4.231, -6.904, -1.845], [4.269, -4.514, -1.141], [2.848, -3.147, 1.429], [1.587, -3.583, -1.550], [-2.766, 0.638, -3.897], [-2.111, -1.075, -4.955], [-0.878, -3.184, -5.192], [0.461, -4.847, -4.340], [0.528, -5.037, -2.593], [1.863, -4.254, -3.461], [0.121, -1.820, 3.001], [0.978, -1.430, 5.267], [3.323, -0.626, 5.559], [4.713, -0.218, 3.567], [5.154, -0.608, 1.263], [4.025, 0.663, 0.790], [3.866, -0.954, 0.103], [-5.888, 4.449, -2.514], [-5.087, 3.626, -2.430], [-4.074, 2.625, -2.354], [-4.348, 1.321, -1.751], [-3.490, 0.322, -1.959], [-2.320, 0.527, -2.896], [-1.707, 1.908, -2.596], [-2.840, 2.898, -2.828], [-5.245, 1.200, -1.156], [-3.668, -0.669, -1.556], [-0.895, 2.113, -3.314], [-2.638, 3.857, -3.284], [-1.311, 2.027, -1.212], [-0.522, 3.206, -0.887], [-0.845, 4.392, -1.671], [-1.722, 5.454, -1.223], [-1.025, 6.793, -0.933], [-0.069, 7.172, -2.065], [0.893, 6.016, -2.337], [0.061, 4.792, -2.723], [-2.279, 5.105, -0.353], [-2.463, 5.654, -2.016], [-0.472, 6.744, 0.004], [-1.796, 7.559, -0.816], [0.472, 8.088, -1.814], [-0.643, 7.372, -2.977], [1.469, 5.787, -1.435], [1.597, 6.265, -3.136], [0.706, 3.953, -2.986], [-0.525, 5.046, -3.622]], "mulliken_charge": [0.32, -0.73, 0.41, -0.73, -0.85, -1.00, 0.50, 0.21, 1.27, -1.26, 0.35, -0.85, -1.69, -0.42, 0.43, -0.31, 1.12, -0.92, -1.00, -1.14, -0.02, 0.60, 0.59, 0.58, 0.42, 0.40, 0.93, -1.03, 0.45, 0.43, 0.52, 0.21, -0.38, -0.37, -0.83, 0.08, -0.79, 0.68, 0.25, 0.13, 0.58, -0.12, 0.12, 0.56, -0.92, 1.48, -0.84, -0.63, -0.61, -0.29, -1.01, 0.38, -1.44, 0.99, -0.89, 1.16, 0.34, -1.16, -1.36, 1.41, -1.54, 2.31, -1.16, -0.33, -0.97, -1.06, -0.53, 1.42, -1.68, 0.55, -0.06, 0.23, 0.40, 0.39, 0.41, 0.43, 0.66, -0.51, 0.70, 0.43, 0.35, 0.41, 0.24, 0.33, 0.54, 0.59, 0.39, 0.44, 0.59, 0.21, 0.08, -0.67, -0.12, 0.65, -1.18, -0.63, -0.22, 0.63, -1.13, 0.45, 0.45, 0.52, 0.55, -0.30, 0.20, 1.31, -1.05, -0.38, -1.05, -0.62, -0.55, 0.32, 0.55, 0.26, 0.42, 0.45, 0.32, 0.20, 0.45, 0.06, 0.56], "total_charge": -1, "e_homo_ev": -5.3, "multiplicity": 1, "total_energy_ha": -2976.08248, "de_lowest_kj_mol": 90.3, "max_force_ha_per_bohr": 0.0398, "orbital_gap_ev": 7.1212}